(1)
The following is a quantum chemistry calculation of C43H36HfN6O3S2Se2 as an isolated structure in a non-equilibrium geometry, from the OMol25 dataset.

The energy relative to the best compared isomer or geometry (same formula, charge and spin) is 6.8 kcal/mol. As for the total energy: -7861.86040 hartree. As for the maximum force: 1.71 eV Å⁻¹.

Geometry as ORCA input:
```
! wB97M-V def2-TZVPD RIJCOSX def2/J DEFGRID3
* xyz 0 1
Hf -0.23 0.71 -0.18
S 3.32 3.45 1.41
C 4.14 1.97 1.01
C 5.50 1.72 0.90
C 5.91 0.44 0.57
C 4.97 -0.57 0.36
C 3.61 -0.33 0.47
C 3.20 0.97 0.77
N 1.87 1.39 0.89
C 1.80 2.64 1.25
C 0.51 3.31 1.46
C 0.46 4.59 2.00
C -0.76 5.22 2.15
C -1.91 4.56 1.74
C -1.84 3.28 1.19
C -0.63 2.61 1.05
H 6.23 2.51 1.07
H 6.96 0.22 0.47
H 5.30 -1.57 0.12
H 2.87 -1.10 0.34
H 1.37 5.10 2.31
H -0.82 6.22 2.57
H -2.88 5.04 1.84
H -2.75 2.81 0.85
Se -2.86 0.03 1.48
Se -2.79 -2.27 0.96
C -2.31 -2.18 -0.91
C -3.08 -3.04 -1.70
C -2.78 -3.16 -3.05
C -1.76 -2.39 -3.56
C -1.07 -1.55 -2.71
N -1.31 -1.45 -1.40
C -2.27 -0.07 3.32
C -3.11 -0.62 4.28
C -2.67 -0.63 5.59
C -1.43 -0.08 5.88
C -0.68 0.46 4.85
N -1.09 0.47 3.58
H -3.89 -3.59 -1.26
H -3.36 -3.83 -3.68
H -1.49 -2.43 -4.61
H -0.27 -0.92 -3.08
H -4.07 -1.03 4.00
H -3.28 -1.05 6.37
H -1.05 -0.06 6.89
H 0.29 0.91 5.03
C -0.36 3.69 -7.68
C 0.13 3.24 -6.33
C 0.40 4.16 -5.32
C 0.86 3.75 -4.08
C 1.06 2.39 -3.85
C 0.79 1.45 -4.84
C 0.33 1.89 -6.07
S 1.57 1.91 -2.24
O 0.52 2.47 -1.36
O 2.90 2.41 -2.04
N 1.35 0.36 -1.98
C 2.33 -0.54 -2.53
C 3.30 -0.18 -3.43
C 4.19 -1.14 -3.98
C 4.13 -2.45 -3.62
C 3.16 -2.85 -2.67
C 3.04 -4.19 -2.21
C 2.13 -4.50 -1.25
C 1.32 -3.46 -0.73
N 1.39 -2.23 -1.15
C 2.28 -1.90 -2.12
H -0.72 4.71 -7.65
H -1.17 3.05 -8.04
H 0.44 3.64 -8.42
H 0.24 5.21 -5.50
H 1.04 4.47 -3.30
H 0.92 0.40 -4.65
H 0.11 1.15 -6.84
H 3.43 0.84 -3.74
H 4.94 -0.80 -4.68
H 4.81 -3.18 -4.04
H 3.70 -4.94 -2.63
H 2.02 -5.51 -0.88
H 0.62 -3.65 0.08
N 0.66 -1.80 1.96
C 0.33 -0.99 1.21
C -4.25 1.54 -1.59
C -2.85 1.40 -2.18
C -2.43 2.66 -2.92
O -1.94 1.07 -1.18
H -4.99 1.69 -2.38
H -4.29 2.39 -0.91
H -4.53 0.64 -1.03
H -2.89 0.57 -2.91
H -2.20 3.45 -2.20
H -3.22 3.01 -3.58
H -1.54 2.48 -3.52
*
```

***

(2)
The following is a quantum chemistry calculation of C43H37AgNO2S3Te as an isolated structure in a non-equilibrium geometry, from the OMol25 dataset.

The energy relative to the best compared isomer or geometry (same formula, charge and spin) is 20.4 kcal/mol. As for the total energy: -3475.36667 hartree. As for the maximum force: 2.06 eV Å⁻¹.

Geometry as ORCA input:
```
! wB97M-V def2-TZVPD RIJCOSX def2/J DEFGRID3
* xyz 1 1
Ag 0.35 0.34 -0.36
C 0.47 -3.14 7.64
C 0.33 -2.50 6.30
C -0.31 -1.27 6.16
C -0.44 -0.67 4.92
C 0.09 -1.30 3.81
C 0.74 -2.51 3.93
C 0.86 -3.11 5.16
S -0.03 -0.62 2.14
O 0.62 0.72 2.15
C -1.80 -0.28 2.15
C -2.29 1.00 2.37
C -3.63 1.24 2.27
C -4.52 0.22 1.88
C -5.90 0.45 1.70
C -6.73 -0.57 1.31
C -6.23 -1.86 1.08
C -4.90 -2.12 1.25
C -4.02 -1.09 1.66
C -2.63 -1.32 1.82
C -2.04 -2.68 1.76
C -2.14 -3.49 2.93
C -2.78 -3.02 4.10
C -2.78 -3.78 5.24
C -2.17 -5.04 5.25
C -1.55 -5.52 4.13
C -1.51 -4.76 2.95
C -0.83 -5.21 1.79
C -0.72 -4.41 0.70
C -1.31 -3.13 0.69
S -0.89 -2.13 -0.76
O -1.64 -0.85 -0.69
C -1.77 -3.17 -1.94
C -3.15 -3.23 -1.98
C -3.75 -4.10 -2.87
C -2.99 -4.88 -3.74
C -3.63 -5.81 -4.71
C -1.60 -4.76 -3.71
C -0.99 -3.91 -2.81
H -0.21 -2.70 8.36
H 1.49 -3.01 8.00
H 0.28 -4.21 7.57
H -0.72 -0.77 7.02
H -0.93 0.29 4.81
H 1.16 -2.98 3.04
H 1.37 -4.05 5.25
H -1.59 1.78 2.64
H -4.03 2.22 2.48
H -6.30 1.44 1.88
H -7.79 -0.38 1.16
H -6.90 -2.64 0.76
H -4.50 -3.10 1.06
H -3.24 -2.05 4.09
H -3.25 -3.41 6.13
H -2.18 -5.62 6.16
H -1.08 -6.49 4.14
H -0.37 -6.19 1.80
H -0.17 -4.73 -0.18
H -3.73 -2.61 -1.32
H -4.83 -4.16 -2.90
H -4.68 -5.97 -4.47
H -3.12 -6.77 -4.71
H -3.57 -5.40 -5.72
H -1.00 -5.35 -4.39
H 0.09 -3.80 -2.79
S -2.34 4.41 -1.32
C -1.40 3.31 -0.38
N -0.81 2.36 -1.02
C -1.06 2.43 -2.36
C -0.56 1.56 -3.33
C -0.87 1.80 -4.65
C -1.68 2.87 -5.02
C -2.20 3.73 -4.07
C -1.89 3.51 -2.74
H -1.31 3.44 0.69
H 0.07 0.73 -3.02
H -0.48 1.15 -5.43
H -1.90 3.03 -6.06
H -2.84 4.56 -4.36
C 4.23 -0.13 -1.43
Te 3.01 1.11 -0.13
C 2.94 2.82 -1.47
H 5.14 0.40 -1.68
H 3.70 -0.41 -2.33
H 4.49 -1.03 -0.87
H 3.63 2.64 -2.30
H 3.26 3.70 -0.93
H 1.93 2.96 -1.84
*
```

***

(3)
The following is a quantum chemistry calculation of a 7-piece molecular cluster, C43H37B2BrClNO16 overall in a non-equilibrium geometry, from the OMol25 dataset.

As for the total energy: -6003.11278 hartree. As for the maximum force: 4.78 eV Å⁻¹. Its SMILES is CB(O)[C@H]1[C@H](Cl)C(=O)O[C@]1(Br)B(O)N(C)C.O=C1C=CC(=O)C=C1.O=C1C=CC(=O)C=C1.O=C1C=CC(=O)C=C1.O=C1C=CC(=O)C=C1.O=C1C=CC(=O)C=C1.O=C1C=CC(=O)C=C1.

Geometry as ORCA input:
```
! wB97M-V def2-TZVPD RIJCOSX def2/J DEFGRID3
* xyz 0 1
C -1.85 -6.04 -2.16
B -0.80 -4.84 -2.54
O 0.52 -5.17 -3.00
C -1.36 -3.32 -2.39
C -0.35 -2.17 -1.85
Cl -0.45 -2.38 0.00
C -1.20 -0.90 -2.34
O -1.37 0.21 -1.83
O -1.85 -1.29 -3.57
C -2.22 -2.69 -3.58
Br -1.45 -3.32 -5.34
B -3.83 -3.08 -3.60
O -4.39 -3.27 -4.94
N -4.63 -3.26 -2.36
C -6.02 -3.73 -2.63
C -4.60 -2.05 -1.48
H -1.78 -6.92 -2.90
H -2.91 -5.60 -2.29
H -1.76 -6.38 -1.08
H 1.17 -5.16 -2.25
H -2.14 -3.41 -1.55
H 0.70 -2.12 -2.30
H -4.34 -4.24 -5.12
H -6.38 -4.28 -1.68
H -6.08 -4.51 -3.48
H -6.78 -2.90 -2.82
H -3.52 -1.77 -1.20
H -5.11 -2.34 -0.48
H -5.11 -1.13 -1.91
C -6.10 -8.30 0.62
C -5.20 -9.01 1.30
C -3.91 -8.42 1.71
O -3.09 -9.07 2.33
C -3.65 -7.02 1.34
C -4.55 -6.31 0.66
C -5.84 -6.89 0.25
O -6.67 -6.24 -0.37
H -7.05 -8.72 0.31
H -5.37 -10.05 1.58
H -2.70 -6.60 1.65
H -4.38 -5.27 0.38
C 3.73 3.47 -2.71
C 3.50 2.42 -3.51
C 2.32 1.56 -3.31
O 2.11 0.60 -4.03
C 1.40 1.89 -2.20
C 1.63 2.94 -1.40
C 2.81 3.81 -1.60
O 3.02 4.76 -0.88
H 4.59 4.12 -2.84
H 4.16 2.17 -4.33
H 0.55 1.25 -2.07
H 0.97 3.20 -0.58
C 1.22 3.73 4.50
C 0.51 3.14 3.54
C 0.58 3.60 2.14
O -0.07 3.06 1.26
C 1.47 4.74 1.84
C 2.18 5.33 2.80
C 2.11 4.87 4.20
O 2.76 5.41 5.08
H 1.18 3.41 5.54
H -0.15 2.30 3.75
H 1.51 5.06 0.81
H 2.84 6.17 2.60
C 5.40 6.90 7.19
C 4.43 7.76 6.90
C 4.49 9.17 7.34
O 3.60 9.96 7.08
C 5.67 9.59 8.12
C 6.65 8.72 8.42
C 6.59 7.32 7.97
O 7.48 6.53 8.24
H 5.37 5.87 6.87
H 3.56 7.47 6.32
H 5.70 10.62 8.44
H 7.52 9.01 8.99
C -3.56 7.97 0.09
C -4.40 7.17 0.74
C -4.04 5.78 1.06
O -4.81 5.05 1.66
C -2.71 5.30 0.64
C -1.86 6.10 -0.01
C -2.22 7.50 -0.34
O -1.45 8.23 -0.93
H -3.80 9.00 -0.16
H -5.38 7.50 1.05
H -2.46 4.28 0.89
H -0.88 5.77 -0.33
C 3.81 -6.19 -3.72
C 4.55 -6.65 -4.73
C 6.02 -6.46 -4.74
O 6.70 -6.88 -5.66
C 6.62 -5.74 -3.60
C 5.88 -5.28 -2.60
C 4.41 -5.47 -2.58
O 3.73 -5.05 -1.66
H 2.73 -6.32 -3.69
H 4.12 -7.18 -5.57
H 7.70 -5.61 -3.63
H 6.31 -4.75 -1.75
*
```

***

(4)
The following is a quantum chemistry calculation of C43H37Cl5N3O3PS3Se2Ta as an isolated structure in a non-equilibrium geometry, from the OMol25 dataset.

The energy relative to the best compared isomer or geometry (same formula, charge and spin) is 23.6 kcal/mol. As for the total energy: -10746.80257 hartree. As for the maximum force: 1.73 eV Å⁻¹.

Geometry as ORCA input:
```
! wB97M-V def2-TZVPD RIJCOSX def2/J DEFGRID3
* xyz 3 1
Ta 0.40 -0.01 -0.15
C 0.24 -3.35 -3.70
N -0.02 -3.85 -2.35
C 0.18 -5.16 -1.97
C -0.30 -5.29 -0.72
N -0.80 -4.05 -0.34
C -0.58 -3.17 -1.33
S -1.10 -1.52 -1.53
C -1.44 -3.85 0.94
C -2.16 -4.90 1.49
C -2.70 -4.70 2.75
C -2.50 -3.49 3.39
C -1.80 -2.50 2.72
N -1.28 -2.67 1.50
H 1.08 -3.91 -4.11
H 0.49 -2.30 -3.65
H -0.64 -3.50 -4.32
H 0.63 -5.88 -2.62
H -0.32 -6.14 -0.06
H -2.32 -5.82 0.96
H -3.26 -5.50 3.23
H -2.89 -3.31 4.38
H -1.64 -1.53 3.18
Cl 4.55 -1.23 5.63
C 3.55 -1.30 4.25
C 3.04 -0.12 3.71
Cl 3.38 1.41 4.38
C 2.24 -0.22 2.59
Cl 1.55 1.18 1.79
C 1.92 -1.43 2.00
O 1.12 -1.39 0.91
C 2.44 -2.60 2.52
Cl 2.07 -4.09 1.74
C 3.25 -2.54 3.65
Cl 3.89 -3.97 4.30
O -0.51 2.60 0.36
S -0.58 4.12 0.38
C -2.35 4.43 0.24
C -3.20 3.52 1.12
C -4.12 2.58 0.35
C -3.46 1.41 -0.38
S -2.88 -0.03 0.58
O -1.37 0.31 0.88
C -3.69 0.12 2.14
C -4.94 -0.48 2.20
C -5.66 -0.40 3.38
C -5.11 0.23 4.48
C -3.84 0.80 4.42
C -3.12 0.75 3.23
C -0.30 4.63 2.06
C -0.01 5.97 2.29
C 0.20 6.40 3.59
C 0.14 5.49 4.64
C -0.13 4.15 4.40
C -0.36 3.71 3.10
H -2.57 4.31 -0.83
H -2.47 5.49 0.47
H -3.82 4.14 1.77
H -2.55 2.94 1.78
H -4.66 3.14 -0.42
H -4.89 2.19 1.02
H -2.56 1.72 -0.92
H -4.14 0.96 -1.10
H -5.35 -1.01 1.34
H -6.64 -0.85 3.44
H -5.67 0.28 5.41
H -3.42 1.29 5.28
H -2.13 1.19 3.17
H 0.06 6.67 1.46
H 0.43 7.44 3.78
H 0.32 5.83 5.65
H -0.17 3.45 5.22
H -0.57 2.67 2.89
Se 0.56 1.71 -2.03
P 2.38 0.75 -2.81
Se 2.40 -1.03 -1.54
C 3.77 1.79 -2.41
C 4.98 1.23 -1.99
C 6.08 2.04 -1.80
C 5.99 3.40 -2.04
C 4.79 3.97 -2.46
C 3.68 3.17 -2.65
C 2.30 0.43 -4.56
C 2.89 -0.73 -5.07
C 2.92 -0.92 -6.45
C 2.37 0.04 -7.29
C 1.78 1.19 -6.77
C 1.75 1.39 -5.41
H 5.06 0.16 -1.81
H 7.02 1.61 -1.48
H 6.86 4.03 -1.89
H 4.72 5.03 -2.64
H 2.75 3.61 -2.98
H 3.33 -1.46 -4.41
H 3.39 -1.80 -6.86
H 2.40 -0.11 -8.36
H 1.36 1.92 -7.44
H 1.29 2.28 -5.01
*
```

***

(5)
The following is a quantum chemistry calculation of C43H37O2Si as an isolated structure in a non-equilibrium geometry, from the OMol25 dataset.

The energy relative to the best compared isomer or geometry (same formula, charge and spin) is 11.0 kcal/mol. As for the total energy: -2100.52658 hartree. As for the maximum force: 3.46 eV Å⁻¹.

Geometry as ORCA input:
```
! wB97M-V def2-TZVPD RIJCOSX def2/J DEFGRID3
* xyz 1 1
C 3.94 -3.10 1.73
C 2.78 -3.41 2.45
C 1.80 -2.44 2.66
C 1.93 -1.14 2.12
C 0.86 -0.17 2.35
C -0.43 -0.69 2.54
C -1.52 0.07 3.10
C -2.87 -0.22 2.48
C -3.85 0.79 2.42
C -5.17 0.47 2.06
C -5.54 -0.87 1.82
C -4.55 -1.86 1.83
C -3.23 -1.54 2.17
C 1.15 1.27 2.20
C 0.28 2.15 1.49
C 0.62 3.50 1.31
C 1.77 4.03 1.92
C 2.59 3.19 2.68
C 2.30 1.83 2.78
C 3.12 -0.83 1.43
C 4.11 -1.79 1.24
H 4.71 -3.85 1.58
H 2.64 -4.42 2.86
H 0.91 -2.70 3.25
H -0.59 -1.74 2.21
H -1.31 1.20 2.95
H -3.61 1.83 2.65
H -5.95 1.23 2.07
H -6.57 -1.15 1.64
H -4.79 -2.91 1.68
H -2.46 -2.31 2.21
H -0.62 1.74 1.01
H -0.01 4.13 0.66
H 2.00 5.08 1.80
H 3.49 3.60 3.15
H 3.01 1.18 3.29
H 3.25 0.17 1.02
H 5.02 -1.54 0.69
C 5.09 -2.62 6.29
C 4.66 -2.62 7.62
C 3.55 -1.85 8.00
C 2.87 -1.09 7.04
Si 1.48 -0.02 7.60
C 0.57 -0.72 9.04
C 0.49 -2.11 9.24
C -0.17 -2.63 10.36
C -0.75 -1.77 11.30
C -0.66 -0.38 11.12
C 0.01 0.14 10.00
C 2.14 1.66 8.00
C 3.00 1.75 9.11
C 3.53 2.98 9.50
C 3.20 4.14 8.78
C 2.35 4.04 7.65
C 1.84 2.81 7.26
O 0.52 0.27 6.17
C -0.57 -0.39 5.82
C -1.62 0.16 5.00
C -2.83 -0.64 5.46
C -2.30 -1.77 6.29
O -0.90 -1.44 6.55
C 3.28 -1.12 5.70
C 4.41 -1.85 5.34
H 5.94 -3.22 5.98
H 5.17 -3.22 8.39
H 3.20 -1.88 9.04
H 0.96 -2.79 8.53
H -0.19 -3.71 10.49
H -1.27 -2.17 12.17
H -1.08 0.31 11.85
H 0.11 1.22 9.89
H 3.25 0.85 9.69
H 4.19 3.03 10.37
H 3.59 5.11 9.08
H 2.10 4.94 7.09
H 1.19 2.74 6.39
H -1.69 1.36 5.17
H -3.44 -0.03 6.14
H -3.46 -0.97 4.62
H -2.82 -1.90 7.24
H -2.34 -2.70 5.73
H 2.70 -0.59 4.95
H 4.74 -1.83 4.30
*
```